Record 1
{"formula": "C3H4N4", "method": "ωB97M-V with the def2-TZVPD basis set", "e_above_lowest_kcal_mol": 118.50, "homo_lumo_gap_ev": 8.2953, "homo_energy_ev": -8.09, "lumo_energy_ev": 0.2079, "elements": ["N", "C", "C", "N", "C", "N", "N", "H", "H", "H", "H"], "coordinates": [[2.691, -0.048, 0.145], [1.545, -0.551, -0.265], [0.389, 0.258, 0.174], [-0.739, -0.225, -0.197], [-2.009, 0.192, -0.004], [-2.854, -0.647, -0.587], [-3.478, -1.422, -1.120], [2.822, 0.800, 0.702], [3.543, -0.532, -0.105], [0.491, 1.191, 0.769], [-2.453, 1.040, 0.512]], "atomic_forces_ev_per_a": [[0.02, -0.09, -0.06], [0.23, 0.39, 0.26], [-0.17, -0.21, -0.14], [0.10, -0.02, -0.01], [0.20, 0.10, 0.07], [-0.91, -1.03, -0.72], [0.63, 1.12, 0.76], [-0.14, -0.07, -0.05], [-0.10, 0.14, 0.08], [-0.07, -0.21, -0.13], [0.20, -0.11, -0.06]], "mulliken_charge": [-0.166, -0.799, 0.185, -0.209, -0.055, 0.539, -0.519, 0.208, 0.250, 0.219, 0.348]}



Record 2
{"formula": "C3H4N4", "method": "ωB97M-V with the def2-TZVPD basis set", "smiles": "c1cn[nH]n1.C#N", "e_above_lowest_kcal_mol": 69.40, "homo_lumo_gap_ev": 11.2829, "homo_energy_ev": -10.31, "lumo_energy_ev": 0.9693, "elements": ["C", "C", "C", "N", "N", "N", "N", "H", "H", "H", "H"], "coordinates": [[1.897, 0.511, 0.390], [1.244, -0.674, -0.053], [-2.580, -0.918, -0.223], [1.009, 1.504, 0.379], [-0.026, 0.965, -0.141], [-3.214, 0.037, -0.173], [-0.008, -0.310, -0.478], [2.831, 0.545, 0.777], [1.733, -1.551, -0.130], [-2.067, -1.775, -0.054], [-0.819, 1.665, -0.293]], "atomic_forces_ev_per_a": [[-3.27, -1.71, -0.55], [-1.43, 4.94, -0.36], [-1.85, 2.27, 0.37], [2.09, 0.05, 0.22], [-3.36, 1.93, -0.93], [0.21, -0.19, -0.35], [1.91, -0.46, 1.01], [2.66, 0.59, 1.11], [0.73, -3.11, -0.53], [1.28, -2.09, 0.00], [1.02, -2.21, 0.02]], "mulliken_charge": [-0.245, -0.300, 0.187, -0.630, 0.400, -0.427, -0.504, 0.462, 0.474, 0.275, 0.308]}



Record 3
{"formula": "C3H4N4O", "method": "ωB97M-V with the def2-TZVPD basis set", "smiles": "Nc1nn[nH]c1C=O", "e_above_lowest_kcal_mol": 38.61, "homo_lumo_gap_ev": 8.9391, "homo_energy_ev": -9.02, "lumo_energy_ev": -0.0807, "elements": ["C", "C", "C", "H", "H", "H", "H", "N", "N", "N", "N", "O"], "coordinates": [[0.556, 0.219, -0.673], [-0.288, 0.034, 0.400], [-1.165, -1.006, 0.784], [0.526, -1.443, -1.634], [1.661, -0.320, -2.235], [-0.611, 1.359, 2.089], [-1.721, -0.979, 1.763], [0.714, -0.486, -1.800], [1.149, 1.404, -0.481], [0.805, 1.972, 0.626], [-0.157, 1.177, 1.153], [-1.468, -1.931, 0.008]], "atomic_forces_ev_per_a": [[-0.90, 1.16, 1.28], [-0.21, 0.67, 0.93], [-2.19, -2.38, -1.32], [-0.31, -1.13, -0.27], [-1.61, -0.29, 0.60], [1.04, -0.12, -1.71], [0.70, 0.32, -0.39], [2.17, 0.11, -1.47], [1.65, 0.97, -0.48], [-1.84, -0.92, 0.32], [0.60, 0.38, 1.25], [0.91, 1.23, 1.26]], "mulliken_charge": [0.511, 0.374, -0.326, 0.261, 0.302, 0.254, 0.294, -0.462, -0.315, -0.544, 0.181, -0.530]}



Record 4
{"formula": "C3H4N4O", "method": "ωB97M-V with the def2-TZVPD basis set", "e_above_lowest_kcal_mol": 97.84, "homo_lumo_gap_ev": 9.6946, "homo_energy_ev": -9.69, "lumo_energy_ev": 0.0020, "elements": ["C", "C", "C", "H", "H", "H", "H", "N", "N", "N", "N", "O"], "coordinates": [[-0.764, 0.409, -0.764], [0.180, 0.005, 0.294], [1.117, -1.175, 1.812], [-1.126, 2.009, -2.405], [0.514, 0.911, -2.181], [-2.293, -0.388, 0.278], [1.145, -1.503, 2.756], [-0.331, 1.109, -1.825], [-1.976, 0.162, -0.600], [-0.144, -0.568, 1.410], [2.128, -0.980, 1.109], [1.550, 0.009, 0.115]], "atomic_forces_ev_per_a": [[-0.69, 0.45, 0.83], [3.10, -1.32, 1.70], [-3.96, 2.72, -1.42], [3.52, -4.47, 2.57], [3.53, -0.21, -1.69], [1.38, 1.48, -1.75], [0.30, -2.14, 3.14], [-5.53, 5.04, -1.47], [-2.86, -1.43, 1.52], [1.45, -1.18, -0.37], [0.21, 2.74, -2.39], [-0.46, -1.69, -0.68]], "mulliken_charge": [0.229, 0.846, -0.112, 0.349, 0.212, 0.307, 0.435, -0.569, -0.667, -0.540, -0.225, -0.267]}



Record 5
{"formula": "C3H4N4O", "method": "ωB97M-V with the def2-TZVPD basis set", "e_above_lowest_kcal_mol": 176.17, "homo_lumo_gap_ev": 6.3169, "homo_energy_ev": -8.79, "lumo_energy_ev": -2.4708, "elements": ["C", "C", "C", "H", "H", "H", "H", "N", "N", "N", "N", "O"], "coordinates": [[0.851, 0.023, -0.121], [0.119, 1.182, -0.214], [-1.316, -0.603, -0.022], [3.672, -0.754, 0.067], [0.600, 2.094, -0.006], [-1.853, 1.699, 1.263], [-3.253, -0.961, -0.266], [2.698, -1.106, -0.009], [2.132, 0.058, -0.134], [-1.243, 0.833, -0.302], [-2.373, -1.292, -0.045], [-0.033, -1.173, -0.212]], "atomic_forces_ev_per_a": [[-6.14, 0.23, -1.41], [-0.75, -3.82, 0.72], [-1.14, -0.04, -2.58], [0.01, -1.18, -0.16], [-0.16, 1.31, -0.37], [0.95, -1.72, -2.93], [-1.72, 1.61, -0.03], [0.46, 3.23, -0.15], [4.11, -3.26, 0.77], [-0.05, 2.18, 3.77], [4.00, -1.45, 0.73], [0.43, 2.93, 1.62]], "mulliken_charge": [0.572, -0.161, 0.608, 0.270, 0.412, 0.217, 0.268, -0.516, -0.154, -0.569, -0.592, -0.356]}



Record 6
{"formula": "C3H4N4O", "method": "ωB97M-V with the def2-TZVPD basis set", "smiles": "[H]/N=C\\n1ncnc1O", "e_above_lowest_kcal_mol": 23.52, "homo_lumo_gap_ev": 10.3387, "homo_energy_ev": -9.92, "lumo_energy_ev": 0.4154, "elements": ["C", "C", "C", "H", "H", "H", "H", "N", "N", "N", "N", "O"], "coordinates": [[0.876, 0.584, 0.004], [1.297, -1.437, 0.022], [-1.566, 0.491, -0.006], [1.630, 2.342, 0.236], [1.841, -2.373, -0.019], [-1.464, 1.582, 0.064], [-2.407, -1.140, -0.155], [1.930, -0.202, 0.002], [0.004, -1.466, -0.015], [-0.298, -0.123, -0.118], [-2.655, -0.161, 0.043], [0.812, 1.901, -0.058]], "atomic_forces_ev_per_a": [[0.12, -1.12, -1.10], [1.07, -0.52, -0.28], [-0.69, -0.84, 0.27], [-0.23, -0.58, -0.23], [0.07, 0.24, 0.25], [-0.32, -0.48, 0.07], [-0.36, 0.05, 0.43], [-1.35, -0.09, 0.55], [-0.60, 0.80, -0.49], [0.99, 1.10, 0.83], [1.03, 0.49, -0.63], [0.26, 0.95, 0.33]], "mulliken_charge": [0.579, -0.103, 0.126, 0.370, 0.410, 0.355, 0.302, -0.609, -0.823, 0.482, -0.607, -0.481]}



Record 7
{"formula": "C3H4N4O", "method": "ωB97M-V with the def2-TZVPD basis set", "smiles": "O=c1[nH]cn[nH]1.C#N", "e_above_lowest_kcal_mol": 36.53, "homo_lumo_gap_ev": 9.8457, "homo_energy_ev": -8.89, "lumo_energy_ev": 0.9577, "elements": ["C", "C", "C", "N", "N", "N", "N", "O", "H", "H", "H", "H"], "coordinates": [[-0.426, 0.853, -2.085], [-0.108, -0.605, -0.333], [0.913, -0.416, 3.033], [-0.746, 1.485, -1.015], [-0.420, 0.711, 0.037], [-0.043, 0.160, 2.755], [-0.104, -0.490, -1.718], [0.263, -1.572, 0.289], [-0.389, 1.171, -3.052], [1.720, -0.855, 3.371], [-0.704, 0.885, 0.928], [0.044, -1.328, -2.209]], "atomic_forces_ev_per_a": [[-0.22, -3.52, 3.42], [0.79, 1.42, -1.25], [-4.55, 2.69, -1.33], [0.63, 1.64, -0.57], [0.40, -2.60, -2.44], [0.87, -0.50, 0.39], [-0.18, 1.75, 0.57], [-0.41, -0.28, 0.56], [-0.30, 1.01, -2.25], [3.67, -2.15, 1.29], [-1.00, 1.12, 2.79], [0.30, -0.58, -1.17]], "mulliken_charge": [-0.103, 0.387, 0.060, -0.850, 0.318, -0.441, -0.132, -0.611, 0.459, 0.336, 0.382, 0.196]}



Record 8
{"formula": "C3H4N4O", "method": "ωB97M-V with the def2-TZVPD basis set", "smiles": "[H]/N=C(\\N)O/N=C\\C#N", "e_above_lowest_kcal_mol": 122.41, "homo_lumo_gap_ev": 9.3653, "homo_energy_ev": -10.03, "lumo_energy_ev": -0.6629, "elements": ["C", "C", "C", "H", "H", "H", "H", "N", "N", "N", "N", "O"], "coordinates": [[1.461, 0.031, 0.028], [-1.673, -0.968, 0.067], [-1.919, 0.425, 0.327], [2.719, 1.391, 0.605], [1.626, 2.177, -0.304], [2.708, -1.147, 0.872], [-2.715, -1.641, -0.169], [2.132, 1.225, -0.325], [1.716, -1.053, 0.746], [-0.528, -1.396, -0.491], [-2.246, 1.561, 0.324], [0.116, -0.008, -0.665]], "atomic_forces_ev_per_a": [[-3.20, -2.83, -0.29], [-0.69, -3.24, -3.31], [-1.28, 3.48, -0.27], [-0.84, -0.52, -2.72], [-0.03, -2.51, -0.63], [0.64, 0.25, 0.72], [3.30, 1.53, 1.41], [1.15, 1.21, 4.19], [-0.51, 3.57, -2.90], [-2.66, 4.43, 1.58], [0.95, -3.55, 0.42], [3.16, -1.82, 1.81]], "mulliken_charge": [0.564, -0.061, 0.433, 0.317, 0.329, 0.236, 0.291, -0.580, -0.601, -0.252, -0.410, -0.266]}